Formula: C16H27BGaN6S2Si
Source: the Open Molecules 2025 dataset
Level of theory: ωB97M-V/def2-TZVPD

Output
Lowest unoccupied orbital energy = -2.18 eV
HOMO energy = -11.0314 eV
Kohn-Sham gap = 8.85 eV

The geometry in ORCA input format:
```
! wB97M-V def2-TZVPD RIJCOSX def2/J DEFGRID3
* xyz 1 1
Ga -1.425 -0.266 0.295
C 0.377 2.808 3.819
N -0.370 3.158 2.617
C -0.336 4.378 1.968
C -1.163 4.274 0.910
N -1.705 3.002 0.909
B -2.731 2.504 -0.154
N -2.006 2.411 -1.556
C -2.535 2.933 -2.720
C -1.652 2.711 -3.718
N -0.584 2.041 -3.159
C 0.598 1.612 -3.893
C -0.825 1.858 -1.846
S 0.254 1.039 -0.759
C -1.204 2.337 1.954
S -1.485 0.696 2.438
H 0.850 3.707 4.202
H 1.136 2.064 3.589
H -0.294 2.404 4.573
H 0.273 5.193 2.316
H -1.429 4.998 0.160
H -3.612 3.315 -0.262
H -3.145 1.411 0.153
H -3.490 3.427 -2.731
H -1.687 2.964 -4.763
H 0.294 1.037 -4.765
H 1.210 0.991 -3.246
H 1.175 2.478 -4.212
N -2.158 -2.601 2.315
C -0.846 -2.774 1.947
C -0.123 -3.895 2.373
C 1.178 -4.049 1.967
C 1.766 -3.088 1.140
C 0.996 -2.027 0.749
N -0.291 -1.872 1.127
H -2.505 -3.207 3.040
H -2.525 -1.663 2.362
H -0.597 -4.617 3.026
H 1.747 -4.908 2.295
H 2.791 -3.172 0.812
H 1.390 -1.260 0.095
C -4.555 -0.960 -1.209
Si -2.768 -1.459 -1.333
C -2.092 -1.013 -3.017
C -2.449 -3.276 -1.056
H -5.154 -1.463 -1.974
H -4.647 0.118 -1.357
H -4.978 -1.204 -0.232
H -2.497 -1.709 -3.759
H -1.002 -1.092 -3.041
H -2.378 -0.001 -3.314
H -2.920 -3.865 -1.848
H -2.832 -3.625 -0.096
H -1.374 -3.471 -1.089
*
```



Formula: C22H23NO5
Source: the Open Molecules 2025 dataset
Level of theory: ωB97M-V/def2-TZVPD

Output
Lowest unoccupied orbital energy = 0.50 eV
HOMO energy = -8.5184 eV
Relative energy (zero: lowest compared OMol25 entry of this formula, charge and spin) = 2215.2 kJ/mol
Kohn-Sham gap = 9.01 eV

The geometry in ORCA input format:
```
! wB97M-V def2-TZVPD RIJCOSX def2/J DEFGRID3
* xyz 0 1
C 1.164 -3.684 -1.728
C 0.322 -3.579 -0.581
C 0.607 -4.312 0.500
C -0.049 -4.460 1.649
C -1.095 -3.797 1.575
C -1.597 -3.142 0.671
C -0.769 -3.114 -0.347
O -1.354 -2.278 -1.712
C -0.645 -1.131 -1.896
H 0.393 -1.213 -2.256
C -1.597 -0.013 -2.515
O -2.021 0.098 -3.684
N -0.982 0.931 -1.567
C -1.701 2.245 -1.157
H -1.928 2.666 -2.246
H -0.737 2.731 -0.675
C -2.599 2.284 -0.078
H -3.537 1.608 -0.451
O -2.467 1.750 1.000
C -1.793 2.595 1.989
H -2.047 2.416 2.815
C -2.269 3.883 1.484
H -1.424 4.540 0.993
H -2.687 4.546 2.286
C -3.298 3.671 -0.034
H -4.202 3.757 0.597
H -2.909 4.375 -0.600
H -0.804 2.536 1.790
C -0.518 -0.166 -0.487
C 0.856 0.273 -0.031
C 1.164 -0.283 1.034
C 2.596 -0.080 1.450
C 3.329 0.765 0.822
C 3.065 1.259 -0.417
C 1.740 1.005 -0.880
H 1.139 1.473 -1.816
O 3.952 2.050 -1.136
C 4.981 1.916 0.192
O 4.619 1.111 1.047
H 5.174 2.811 0.353
H 5.947 1.551 -0.414
H 2.806 -0.621 2.731
H 0.644 -1.006 1.705
H -1.058 -0.416 0.271
H -2.664 -2.656 0.535
H -1.856 -3.722 2.583
H 0.341 -5.011 2.579
H 1.767 -4.880 0.556
H 1.628 -4.649 -2.013
H 1.853 -3.067 -1.727
H 0.521 -3.565 -2.755
*
```



Formula: C49H45N5O6P2PtS
Source: the Open Molecules 2025 dataset
Level of theory: ωB97M-V/def2-TZVPD

Output
Lowest unoccupied orbital energy (spin up / spin down) = -2.99 / -4.11 eV
HOMO energy (spin up / spin down) = -10.4358 / -10.4347 eV
<S²> = 0.75
Relative energy (zero: lowest compared OMol25 entry of this formula, charge and spin) = 16.4 kJ/mol
Kohn-Sham gap (spin up / spin down) = 7.45 / 6.32 eV

The geometry in ORCA input format:
```
! wB97M-V def2-TZVPD RIJCOSX def2/J DEFGRID3
* xyz 1 2
Pt -0.039 -0.237 -0.084
C 2.968 -0.789 1.609
N 2.573 -0.004 2.756
C 1.225 0.459 2.927
P -0.104 -0.549 2.180
C -0.060 -2.174 2.968
C 0.948 -2.466 3.885
C 0.980 -3.708 4.508
C 0.011 -4.655 4.220
C -0.998 -4.363 3.309
C -1.037 -3.129 2.680
C -1.539 0.290 2.908
C -1.989 1.492 2.363
C -3.038 2.177 2.955
C -3.652 1.660 4.086
C -3.220 0.457 4.624
C -2.166 -0.229 4.040
C 3.559 0.476 3.639
C 3.367 1.663 4.346
C 4.357 2.135 5.199
C 5.547 1.442 5.356
C 5.730 0.252 4.665
C 4.746 -0.236 3.822
P 2.255 -0.398 -0.055
C 2.912 1.249 -0.461
C 3.263 2.169 0.524
C 3.729 3.429 0.170
C 3.832 3.783 -1.166
C 3.485 2.869 -2.153
C 3.035 1.607 -1.805
C 3.298 -1.473 -1.093
C 4.643 -1.098 -1.186
C 5.533 -1.870 -1.913
C 5.092 -3.014 -2.563
C 3.761 -3.389 -2.471
C 2.867 -2.627 -1.735
H 2.763 -1.856 1.737
H 4.040 -0.668 1.457
H 1.039 1.456 2.484
H 0.996 0.546 3.993
H 1.709 -1.734 4.117
H 1.763 -3.929 5.222
H 0.033 -5.618 4.713
H -1.761 -5.098 3.091
H -1.828 -2.903 1.978
H -1.545 1.875 1.456
H -3.384 3.107 2.523
H -4.478 2.190 4.542
H -3.707 0.047 5.498
H -1.838 -1.167 4.467
H 2.457 2.237 4.228
H 4.193 3.060 5.735
H 6.318 1.820 6.011
H 6.644 -0.314 4.795
H 4.893 -1.188 3.327
H 3.200 1.915 1.571
H 4.017 4.127 0.945
H 4.191 4.766 -1.440
H 3.570 3.134 -3.198
H 2.781 0.900 -2.587
H 5.002 -0.201 -0.698
H 6.570 -1.570 -1.975
H 5.785 -3.603 -3.149
H 3.408 -4.275 -2.983
H 1.830 -2.907 -1.700
C -5.922 -0.896 -4.996
C -4.473 -0.758 -4.619
C -3.980 -1.355 -3.457
C -2.648 -1.239 -3.111
C -1.793 -0.499 -3.919
C -2.261 0.110 -5.072
C -3.598 -0.029 -5.415
S -0.088 -0.388 -3.506
O 0.378 -1.720 -3.246
O 0.555 0.426 -4.500
N -0.026 0.383 -2.080
C -0.065 1.748 -1.908
C -0.269 2.764 -2.850
C -0.337 4.055 -2.386
C -0.210 4.334 -1.020
C -0.017 3.281 -0.161
N 0.069 2.022 -0.603
H -6.349 -1.812 -4.589
H -6.046 -0.908 -6.078
H -6.502 -0.059 -4.605
H -4.651 -1.916 -2.818
H -2.271 -1.721 -2.218
H -1.582 0.679 -5.692
H -3.965 0.437 -6.322
H -0.367 2.520 -3.895
H -0.498 4.864 -3.086
H -0.266 5.342 -0.639
H 0.099 3.434 0.905
O -4.079 -0.650 -0.177
N -2.884 -0.725 -0.141
O -2.161 0.321 -0.374
O -2.271 -1.821 -0.032
O 1.065 -2.759 0.410
N 0.727 -4.002 0.192
C 1.499 -4.993 0.673
C 1.146 -6.311 0.480
C -0.010 -6.616 -0.221
C -0.785 -5.579 -0.715
C -0.401 -4.273 -0.494
H 2.381 -4.667 1.203
H 1.784 -7.085 0.881
H -0.300 -7.644 -0.382
H -1.690 -5.765 -1.275
H -0.951 -3.405 -0.824
*
```



Formula: CH6SSi
Source: the Open Molecules 2025 dataset
Level of theory: ωB97M-V/def2-TZVPD

Output
Lowest unoccupied orbital energy (spin up / spin down) = 0.82 / -2.83 eV
HOMO energy (spin up / spin down) = -4.5680 / -11.4537 eV
<S²> = 2.00
Relative energy (zero: lowest compared OMol25 entry of this formula, charge and spin) = 148.6 kJ/mol
Kohn-Sham gap (spin up / spin down) = 5.39 / 8.62 eV

The geometry in ORCA input format:
```
! wB97M-V def2-TZVPD RIJCOSX def2/J DEFGRID3
* xyz 0 3
C -0.631 0.043 -0.634
Si 0.871 0.655 0.378
S -0.668 -1.791 -0.609
H -1.554 0.376 -0.317
H -0.545 0.400 -1.747
H 2.173 0.296 -0.187
H 1.154 -0.177 1.585
H 0.612 1.993 0.900
H -1.414 -1.796 0.629
*
```